1.
Below is C26H32AgF6N2O3PS2 as an isolated structure, with properties calculated with ωB97M-V/def2-TZVPD.

The HOMO-LUMO gap (spin up / spin down) comes out at 0.354 / 0.226 Ha. The LUMO energy (spin up / spin down) is -2.394 / -5.889 eV. The total charge is +1. The value obtained for the energy above the lowest of the compared OMol25 structures with the same formula, charge and spin is 0.0 kJ/mol. The calculation puts the total energy at -3229.03544 Eh. Its spin multiplicity is 2.

Each line ends with the Löwdin spin population.
Element x y z (Å)
Ag (0.1676, 1.6582, 0.9309)  0.0006
O (-1.8702, 1.6172, -0.1996)  -0.0002
S (-2.0101, 1.1335, -1.6297)  0.0000
C (-1.7600, -0.6533, -1.5889)  0.0001
C (-2.9263, -1.4328, -0.9908)  0.0005
C (-3.2393, -1.1400, 0.4797)  0.0050
C (-2.0651, -1.4184, 1.4132)  0.0080
S (-2.4611, -0.2964, 3.7335)  0.4178
O (-1.8308, -0.2564, 2.2795)  0.1347
C (-2.9727, 1.2900, 3.9858)  0.0896
C (-3.0169, 2.2605, 2.9667)  0.0854
C (-3.4440, 3.5233, 3.2966)  0.0019
C (-3.8157, 3.8229, 4.6082)  0.1474
C (-3.7716, 2.8555, 5.6144)  -0.0019
C (-3.3471, 1.5859, 5.3169)  0.0933
C (-0.4480, 1.5743, -2.3941)  0.0000
C (0.0631, 0.9087, -3.5025)  0.0000
C (1.3036, 1.2794, -3.9999)  0.0000
C (2.0211, 2.3107, -3.4078)  0.0000
C (1.4836, 3.0010, -2.3320)  0.0000
C (0.2396, 2.6424, -1.8286)  0.0000
H (-0.8253, -0.8224, -1.0566)  0.0000
H (-1.6079, -0.9708, -2.6201)  0.0000
H (-2.6736, -2.4890, -1.1121)  0.0000
H (-3.8272, -1.2564, -1.5817)  0.0002
H (-4.1030, -1.7338, 0.7802)  0.0012
H (-3.5150, -0.0916, 0.5986)  -0.0001
H (-1.1208, -1.5383, 0.8860)  -0.0003
H (-2.2180, -2.2993, 2.0378)  0.0016
H (-2.7120, 2.0116, 1.9592)  0.0028
H (-3.4737, 4.2927, 2.5382)  -0.0018
H (-4.1359, 4.8268, 4.8524)  0.0070
H (-4.0513, 3.1098, 6.6265)  -0.0024
H (-3.2781, 0.8265, 6.0862)  0.0019
H (-0.4792, 0.1051, -3.9818)  0.0000
H (1.7094, 0.7582, -4.8570)  0.0000
H (2.9904, 2.5888, -3.7992)  0.0000
H (2.0231, 3.8251, -1.8850)  0.0000
H (-0.2063, 3.2142, -1.0215)  0.0000
C (4.0359, -1.5685, -3.2429)  0.0000
C (3.6681, -2.7450, -2.3518)  0.0000
N (2.2532, -3.1006, -2.4284)  0.0000
C (1.7640, -3.7542, -3.6458)  0.0000
C (0.9590, -2.8186, -4.5376)  0.0000
C (1.3607, -2.8521, -1.4567)  0.0000
O (0.1750, -3.1661, -1.5292)  0.0000
C (1.8038, -2.0906, -0.2364)  0.0000
C (2.1587, -2.7035, 0.9599)  0.0000
C (2.3450, -1.9147, 2.0828)  0.0000
C (2.1051, -0.5503, 1.9972)  0.0000
N (1.7524, 0.0382, 0.8513)  0.0001
C (1.6502, -0.7167, -0.2455)  0.0000
H (5.0966, -1.3399, -3.1401)  0.0000
H (3.4642, -0.6803, -2.9657)  0.0000
H (3.8433, -1.7890, -4.2934)  0.0000
H (3.9149, -2.5212, -1.3161)  0.0000
H (4.2464, -3.6283, -2.6308)  0.0000
H (1.1486, -4.6037, -3.3505)  0.0000
H (2.6356, -4.1382, -4.1756)  0.0000
H (0.0729, -2.4707, -4.0073)  0.0000
H (0.6337, -3.3425, -5.4362)  0.0000
H (1.5528, -1.9553, -4.8416)  0.0000
H (2.2781, -3.7788, 1.0096)  0.0000
H (2.6382, -2.3478, 3.0287)  0.0000
H (2.1745, 0.0968, 2.8622)  0.0000
H (1.3934, -0.1985, -1.1644)  0.0000
F (-0.2705, 3.3969, 2.5763)  0.0008
P (0.6082, 2.8873, 3.9020)  0.0001
F (1.4340, 2.3048, 5.1265)  0.0000
F (1.8240, 2.5380, 2.8737)  0.0000
F (1.1524, 4.3578, 4.1066)  0.0000
F (0.0084, 1.3642, 3.5944)  0.0035
F (-0.6760, 3.1680, 4.8235)  0.0031

Forces on atoms 1 to 2 (eV/Å):
Ag 0.078 -0.022 0.025
O -0.116 0.011 -0.017

***

2.
Below is C5H8O2 as an isolated structure in a non-equilibrium geometry, with properties calculated with ωB97M-V/def2-TZVPD.

The HOMO-LUMO gap comes out at 0.372 Ha. The LUMO energy is 0.757 eV. The total charge is 0. The value obtained for the energy above the lowest of the compared OMol25 structures with the same formula, charge and spin is 295.0 kJ/mol. The calculation puts the total energy at -345.69261 Eh. Its spin multiplicity is 1.

Each line ends with the natural charge from an NBO analysis.
Element x y z (Å)
C (1.0813, 1.5362, -0.1004)  -0.6326
C (0.7509, 0.2035, 0.4768)  0.0849
O (-0.2491, 0.3315, 1.4862)  -0.5268
C (-0.9125, -0.8548, 0.9850)  0.0465
C (-1.5797, -0.4604, -0.3050)  -0.4678
C (-0.0922, -0.8022, -0.2722)  0.1925
O (0.4281, -1.7852, -1.0942)  -0.6806
H (0.1482, 2.0181, -0.4062)  0.2138
H (1.5653, 2.1549, 0.6600)  0.2220
H (1.7432, 1.4094, -0.9564)  0.2080
H (1.6278, -0.3386, 0.8722)  0.1778
H (-0.9696, -1.4121, 1.9031)  0.2281
H (-2.1115, -1.1691, -0.9475)  0.2361
H (-1.9752, 0.5536, -0.3322)  0.2227
H (0.5449, -1.3847, -1.9691)  0.4756

Forces on atoms 1 to 2 (eV/Å):
C 0.113 0.167 -0.192
C 0.344 0.333 -0.340